No. 1
This record from OMol25 describes a molecular structure, C28H55CrNO6SSbSi. The level of theory is ωB97M-V/def2-TZVPD.

<S²> ... 3.81
LUMO energy (alpha / beta) ... -0.735 / 0.015 eV
Relative energy (zero: lowest compared OMol25 entry of this formula, charge and spin) ... 17.0 kcal/mol
Frontier orbital gap (alpha / beta) ... 7.051 / 7.815 eV

```
! wB97M-V def2-TZVPD RIJCOSX def2/J DEFGRID3
* xyz 0 4
H 0.51962 -3.54997 -2.26811
Sb 1.87778 2.39296 -4.50462
H -0.13301 -0.06432 4.42322
C -4.15717 -2.04532 0.43050
C 1.84043 -2.76331 0.67826
H 1.62595 -4.42763 -1.21170
O -3.40872 0.05743 1.33654
H -2.04645 -3.71850 3.26294
H -1.52654 2.75916 4.90361
Si -1.82589 0.04439 1.71858
C 4.41404 -2.91021 -3.82143
H 5.17038 1.33936 -0.89870
H 1.72775 1.25247 1.65623
H -2.69665 -0.27723 4.52849
H -1.15434 -3.69512 4.79615
O -1.59817 1.23027 2.81456
H -0.49362 3.62067 -4.90638
C 2.50265 2.11427 -0.91886
C 4.76447 1.68688 0.05631
C 3.28795 1.36717 0.17162
C 3.41727 -3.55465 -3.10264
C 2.71915 1.69504 1.53707
H -6.42557 -0.51193 0.08907
H 3.64792 0.29900 -3.06078
C -0.04656 -1.15130 4.40644
C 2.50745 -2.80848 -2.36208
H -2.92916 -0.24314 -1.30632
H -0.13453 3.59261 -3.15592
O -1.42542 -1.37030 2.44535
C 1.37930 -3.43526 -1.60472
H -3.19869 2.63724 4.32985
C 3.58131 -0.78550 -3.05119
H -0.37113 4.33464 2.52234
O 3.09436 -0.07841 -0.03573
H 2.07424 3.73944 -6.87010
C 4.49276 -1.52213 -3.80102
H -5.90336 -0.42704 1.78411
H 0.36779 2.88324 3.22851
O 2.67086 3.29599 -1.09289
H 2.88009 -2.63459 0.38511
H 0.00090 2.93917 1.49286
H -2.42818 -1.61878 5.65598
H 3.34881 -4.63759 -3.11859
H 4.88718 2.76750 0.08950
H 1.03528 -0.08914 -5.26642
C -0.41157 -2.95288 -0.10006
H -3.68579 2.64515 1.84779
H 1.59262 -2.03836 1.45410
C -2.54301 -1.35484 4.60285
H 1.69734 -3.77492 1.07122
C -0.34404 3.24347 2.48258
H 3.76509 -0.37832 -0.67004
S -0.56090 0.35935 0.07178
C -1.72393 2.66604 2.75962
H -0.41739 -4.02765 0.11625
H -5.75621 0.99552 0.73955
H -1.09634 -2.74886 -0.92085
H -4.08739 1.06710 -1.07840
H 5.26193 -1.01193 -4.36863
Cr 1.32002 -0.44084 -1.02130
C 0.27689 3.76780 -4.14984
H 0.11558 -1.51006 5.42513
C -5.68166 -0.09242 0.76934
C 1.82189 2.70111 -6.64523
H -3.42965 -1.85788 4.20986
H -3.16047 -2.35998 0.11665
H -2.32346 4.17276 4.18504
H -2.35313 2.78322 0.68971
H 0.82129 -1.42103 3.79974
C -2.70657 3.09338 1.67599
H -0.37699 0.97949 -5.07308
H -4.31328 -2.38944 1.45502
H 0.82736 2.48698 -7.04119
H 3.37700 1.31500 2.32062
H 0.64916 4.79081 -4.19907
C -1.30585 -1.77423 3.81753
H 5.12777 -3.48804 -4.39493
H 2.55005 2.05741 -7.14088
H -4.62919 -0.47910 -1.75894
C -2.22405 3.08705 4.13052
C 0.57746 0.67792 -4.64027
H 5.32285 1.22905 0.87417
H -0.27847 -3.58898 3.25781
C -1.18839 -3.28922 3.78348
C -4.28338 -0.52862 0.36311
H -2.80775 4.18032 1.68074
C -3.95813 -0.01583 -1.03183
C 2.57091 -1.41876 -2.31664
H -0.72810 -2.40518 0.78014
H 0.40086 0.26024 -3.64923
H -4.89496 -2.52242 -0.21769
O 1.67699 1.35471 -1.59478
N 0.95605 -2.54929 -0.48907
H 2.62837 2.77611 1.63659
*
```


No. 2
This record from OMol25 describes a molecular structure, C70H70BiN4O4SSb2Te at a distorted geometry. The level of theory is ωB97M-V/def2-TZVPD.

LUMO energy ... -2.985 eV
Relative energy (zero: lowest compared OMol25 entry of this formula, charge and spin) ... 0.0 kcal/mol
Frontier orbital gap ... 6.630 eV

```
! wB97M-V def2-TZVPD RIJCOSX def2/J DEFGRID3
* xyz 1 1
C 2.33160 5.43630 -3.36540
H 0.10890 1.79180 2.59770
H -1.11650 -4.97000 -2.29970
O 2.60660 3.04200 -3.38490
C -4.62720 -6.05300 -2.40040
C 2.34260 -0.95830 3.95110
H -2.84970 -1.80800 -0.89070
C -0.77510 -4.16090 2.80790
C 3.44320 0.07910 -2.95410
C -0.18760 -4.44770 -2.09700
H -1.62420 -4.75800 3.12780
C 5.69880 -0.22190 -3.75830
H 4.36330 -1.84740 2.72000
H -3.55820 -1.50890 1.35250
H 0.55050 -4.73070 -2.84220
H 6.23830 -2.18890 -4.41970
C -0.19260 0.98720 -3.03940
H -6.04290 2.59130 -6.34640
C 3.13510 3.19890 3.43100
H 2.80040 5.56770 -4.33470
H -3.08520 -1.60010 -2.61800
H 4.28890 -4.88440 -1.73560
C -3.29420 -4.59080 -0.98310
H 1.98180 -0.18020 5.91390
C 5.46200 -1.56080 -4.00660
H 5.07170 1.04640 1.70990
H -2.40690 6.14370 0.30230
C -4.02640 -3.87570 -3.15660
H -4.73170 0.38410 1.82910
N 3.89280 -2.17890 1.89320
C 2.64780 -1.69710 1.59810
H 6.41710 -5.83190 -0.90050
H -0.97450 8.03220 1.00570
C 2.16640 3.42960 2.47100
C 1.61470 4.07800 -3.34680
H -1.41610 -3.46050 -4.54440
H -0.05390 3.18170 -4.37150
C -0.54360 7.06140 0.81290
H -3.70050 3.60130 -2.91200
Sb -0.51440 -2.30400 -2.25100
H 2.58800 4.13630 -1.03230
H -1.78660 3.49270 3.37900
C -0.81230 -2.57160 -4.39140
H -4.97750 1.95020 1.08910
C -3.61340 2.53170 3.93540
H 0.60390 1.71390 5.04640
H -4.05950 -3.10970 -3.91880
N -3.27760 0.78010 -0.89170
H -1.29930 -1.70830 -4.83090
C 5.89460 -5.09420 -0.31550
C 1.84560 3.34280 -1.24700
C 0.45710 0.65680 -5.69960
C 1.45360 0.70100 -4.74410
H 3.98780 -3.11310 -3.96810
C 2.25800 2.85750 1.20460
H 3.05610 3.66820 4.39870
H -1.98380 -5.43820 0.42620
C 4.20400 2.36820 3.15020
H 2.43590 5.48200 0.84720
H -1.41580 3.94090 -0.14910
C 1.00130 0.96570 4.38300
C 0.65040 3.99010 -4.52840
H 3.69100 2.37980 -1.78230
C -6.19060 2.54870 4.97260
C 1.13760 0.82370 -3.39230
H 0.04970 -4.82250 2.56100
C -4.29760 2.89550 -3.47290
S 2.46380 -2.97770 -0.65430
H 4.92420 1.64090 -3.11730
H 3.10470 5.48020 -2.60430
C -3.86390 3.05900 5.19760
H 6.66960 0.19990 -3.97820
H -5.16650 -5.25970 -4.31680
O 1.98100 0.19470 -1.15290
C 2.25810 0.86370 -2.36250
C 2.04920 -0.81270 2.59250
C -2.69360 -2.27700 -1.85990
H 1.21010 3.80940 -5.44010
Te -2.27410 1.63420 1.36890
H -3.92830 -6.56090 -0.46080
H -3.04560 3.45830 5.78060
H 6.14160 -3.36710 2.57480
C 0.82140 6.86730 0.94210
H 2.21540 -1.66410 -3.09590
C 3.20910 -1.26240 -3.24430
C 4.70170 -4.56360 -0.79320
H 4.98450 2.22580 3.87990
N 1.94580 -1.97730 0.55980
H -1.60150 1.87910 4.07030
H -1.65240 0.72560 -6.07660
H 1.46400 7.68820 1.22220
C -4.65890 2.00630 3.19070
H -6.38160 0.31880 -5.46750
H 2.48550 0.66420 -5.05490
H -4.70260 4.23150 -5.08570
C 1.37050 5.61720 0.72440
H -3.36650 -4.63410 1.13700
C 4.03250 -3.61020 -0.05670
C 1.19250 3.15220 0.14790
H 1.61400 6.23160 -3.18820
C -5.80430 1.03530 -4.90600
C -5.25050 0.66610 -3.69760
C -5.60920 2.31690 -5.39840
C -0.87220 0.76710 -5.33200
Sb -1.28140 -2.96220 1.06110
C -4.49880 1.60140 -2.97900
C 4.70150 0.59350 -3.24000
H 7.32020 -5.09740 1.27770
C 3.29440 1.96430 0.96440
C -3.95390 -5.79690 -1.22470
C -1.18990 0.96620 -4.00050
C -5.14490 3.07070 5.71460
H 2.96870 -1.76910 4.29330
Bi 0.22710 0.11940 0.00900
O 0.17370 2.18990 0.25750
C 0.71850 1.01600 3.03100
C -3.34270 -3.59930 -1.96960
C 6.40140 -4.68030 0.89850
C 0.56560 4.53580 0.38030
C -0.79030 4.75420 0.18860
O 0.90000 3.86480 -2.15550
N 1.20080 0.13230 2.17140
C 4.26180 1.72790 1.92690
H -5.32440 3.47660 6.69730
C -4.65840 -5.07910 -3.38270
H -2.50910 -1.16300 2.73230
H 3.34410 1.42510 0.03620
C -5.94360 2.01920 3.72090
C -1.34300 6.00260 0.42290
C 4.55660 -3.16500 1.15390
C -4.39930 1.41950 1.84430
H 0.14660 -2.72000 -4.87800
H -7.19380 2.54740 5.36980
H -0.47130 -3.51240 3.62460
C -2.21550 2.48730 3.40070
H -5.38090 -0.33160 -3.30280
C -2.60730 -4.54250 0.35410
C -4.85620 3.24080 -4.68780
C 2.65460 2.36000 -2.14020
H 1.33850 4.07720 2.71090
H -3.47050 -2.65360 2.69470
H -5.11780 -7.00190 -2.55210
H 0.72350 0.55170 -6.73830
C -3.86390 1.18050 -1.79950
C -2.89950 -1.95180 2.09340
H -6.75220 1.60260 3.14060
H -0.47010 1.21140 -2.01700
H 0.17760 -4.71640 -1.11070
C 5.73650 -3.70670 1.63300
C 4.20240 -2.07710 -3.75200
H 0.10060 4.92300 -4.60670
C 1.79340 -0.07360 4.85730
H -2.21220 1.14360 -3.70960
*
```